{"formula": "C28H31BrLiN7OPS", "method": "ωB97M-V with the def2-TZVPD basis set", "fmax_ha_per_bohr": 0.05670, "e_tot_ev": -132385.128, "orbital_gap_ev": 7.47, "de_lowest_ev": 0.000, "total_charge": 1, "symbols": ["Br", "S", "P", "O", "N", "N", "N", "N", "N", "N", "N", "C", "C", "C", "C", "C", "C", "C", "C", "C", "C", "C", "C", "C", "C", "C", "C", "C", "C", "C", "C", "C", "C", "C", "C", "C", "C", "C", "C", "Li", "H", "H", "H", "H", "H", "H", "H", "H", "H", "H", "H", "H", "H", "H", "H", "H", "H", "H", "H", "H", "H", "H", "H", "H", "H", "H", "H", "H", "H", "H", "H"], "positions_angstrom": [[-4.26, 5.02, 1.28], [4.14, -0.10, 0.48], [-0.63, -0.39, -5.40], [-0.16, 1.18, -0.82], [-2.48, -1.50, -3.68], [-0.47, -0.70, -2.62], [0.89, -1.39, 2.28], [2.21, 1.52, 1.60], [4.49, 2.12, 1.86], [-1.24, -0.69, 0.72], [-0.37, -2.74, -4.04], [-0.04, -3.62, 2.61], [2.87, 3.35, 3.01], [-2.25, 0.11, 0.80], [-3.08, 3.72, 0.46], [-2.39, -0.69, -4.89], [-2.28, 1.47, 0.30], [-3.23, 2.41, 0.83], [5.26, 4.06, 3.15], [-0.10, -2.34, 2.08], [-1.30, -1.97, 1.37], [2.19, -3.14, 3.29], [0.04, -2.12, -5.31], [-2.33, -4.06, 1.93], [1.89, 2.50, 2.42], [0.13, -2.07, -2.86], [-1.98, 4.20, -0.22], [1.95, -1.85, 2.86], [-1.07, 3.30, -0.77], [0.43, 2.73, 2.68], [4.16, 3.16, 2.68], [-1.15, 1.95, -0.52], [-0.12, 0.24, -3.67], [1.13, -4.02, 3.24], [-2.02, -0.81, -2.54], [-1.81, -2.83, -3.91], [-2.37, -2.81, 1.29], [3.56, 1.23, 1.37], [-1.20, -4.47, 2.57], [0.74, 0.26, 0.79], [-3.24, -2.49, 0.69], [5.88, 3.62, 3.87], [-2.84, 0.32, -4.66], [3.11, -3.32, 3.88], [-0.14, 2.78, 1.77], [-1.14, -5.38, 3.22], [-0.17, -0.16, -1.72], [-1.86, 5.31, -0.38], [1.01, 0.38, -3.71], [4.80, 4.93, 3.63], [-3.09, -0.17, 1.49], [-2.24, -1.20, -1.54], [-0.20, -2.62, -2.03], [0.00, 1.87, 3.20], [2.74, -1.14, 3.10], [5.89, 4.44, 2.36], [-0.37, -2.68, -6.17], [5.49, 1.94, 1.60], [0.32, 3.58, 3.27], [-2.95, -1.17, -5.71], [-0.24, 3.60, -1.39], [2.61, 4.18, 3.66], [1.19, -1.81, -2.91], [-2.31, 0.22, -2.57], [1.11, -2.19, -5.38], [-3.26, -4.68, 1.99], [-2.12, -3.46, -3.07], [1.24, -4.99, 3.69], [-2.28, -3.17, -4.82], [-0.63, 1.19, -3.53], [-4.03, 2.10, 1.50]]}

{"formula": "C28H31CrF3NS", "method": "ωB97M-V with the def2-TZVPD basis set", "fmax_ha_per_bohr": 0.01020, "e_tot_ev": -78439.152, "multiplicity": 2, "orbital_gap_ev": [7.97, 7.52], "total_charge": 0, "s2": 0.763, "symbols": ["Cr", "S", "F", "F", "F", "N", "C", "C", "C", "C", "C", "C", "C", "C", "C", "C", "C", "C", "C", "C", "C", "C", "C", "C", "C", "C", "C", "C", "C", "C", "C", "C", "C", "C", "H", "H", "H", "H", "H", "H", "H", "H", "H", "H", "H", "H", "H", "H", "H", "H", "H", "H", "H", "H", "H", "H", "H", "H", "H", "H", "H", "H", "H", "H", "H"], "positions_angstrom": [[0.12, -0.07, 0.26], [2.95, 1.24, -2.95], [-2.32, -1.34, -0.94], [-0.76, -2.76, -0.41], [-0.54, -1.51, -2.17], [1.73, 0.09, -1.02], [1.10, -0.04, 2.18], [3.34, -1.69, -0.41], [-2.57, -0.84, 2.14], [4.99, -0.66, -2.43], [1.33, 2.53, 1.84], [-1.83, 2.28, 1.86], [5.01, -3.56, 0.07], [6.31, -3.24, 0.82], [0.10, -2.42, 2.57], [5.37, -1.76, -1.68], [-0.97, -1.46, -0.86], [-1.23, 3.19, -3.11], [2.54, -0.28, 2.49], [-0.64, 1.29, -1.07], [5.27, -4.69, -0.94], [-1.20, -0.24, 2.06], [-0.87, 1.13, 1.92], [1.58, 1.03, -1.92], [0.04, 2.66, -3.01], [0.01, -0.97, 2.24], [2.95, -0.57, -1.14], [3.76, -0.08, -2.16], [0.54, 1.26, 1.96], [0.31, 1.73, -2.01], [-2.22, 2.74, -2.23], [-1.92, 1.82, -1.24], [4.55, -2.31, -0.67], [3.98, -4.05, 1.09], [3.79, -3.31, 1.86], [1.08, -2.83, 2.31], [6.67, -4.13, 1.35], [2.80, 0.15, 3.46], [-3.33, -0.17, 1.73], [7.10, -2.92, 0.14], [6.04, -4.42, -1.66], [-2.63, -1.77, 1.58], [-3.23, 3.12, -2.32], [0.68, 3.38, 1.65], [5.60, -5.59, -0.41], [3.03, -4.31, 0.60], [4.35, -4.92, -1.49], [-2.73, 1.48, -0.59], [0.81, 2.96, -3.71], [1.89, 2.72, 2.75], [-2.84, 1.96, 1.63], [-1.85, 2.78, 2.83], [6.32, -2.22, -1.90], [6.15, -2.44, 1.55], [5.63, -0.28, -3.21], [2.05, 2.48, 1.01], [4.36, -4.95, 1.58], [-1.54, 3.02, 1.11], [-0.04, -2.57, 3.64], [2.77, -1.34, 2.54], [3.20, 0.17, 1.74], [2.65, -2.08, 0.33], [-2.83, -1.05, 3.18], [-0.65, -3.00, 2.03], [-1.47, 3.91, -3.87]]}

{"formula": "C28H31CrIN4O4PS", "method": "ωB97M-V with the def2-TZVPD basis set", "fmax_ha_per_bohr": 0.03442, "e_tot_ev": -100333.980, "multiplicity": 5, "orbital_gap_ev": [7.90, 8.31], "de_lowest_ev": 0.291, "total_charge": 1, "s2": 6.017, "symbols": ["I", "Cr", "S", "P", "O", "O", "O", "O", "N", "N", "N", "N", "C", "C", "C", "C", "C", "C", "C", "C", "C", "C", "C", "C", "C", "C", "C", "C", "C", "C", "C", "C", "C", "C", "C", "C", "C", "C", "C", "C", "H", "H", "H", "H", "H", "H", "H", "H", "H", "H", "H", "H", "H", "H", "H", "H", "H", "H", "H", "H", "H", "H", "H", "H", "H", "H", "H", "H", "H", "H", "H"], "positions_angstrom": [[-1.49, 0.91, 2.34], [-1.65, -0.30, -0.10], [-2.42, 2.66, -1.11], [0.69, -0.08, -0.17], [-1.72, -3.10, -1.03], [-5.51, -0.88, -0.97], [-1.13, -2.39, 0.99], [-3.50, -0.60, 0.00], [-2.19, -0.25, -2.25], [-2.23, 4.61, 0.66], [-2.93, 5.22, -1.44], [-1.95, -5.58, -0.41], [-4.31, -0.73, -1.01], [1.35, -2.51, -3.38], [1.96, -3.78, -1.43], [1.68, -2.69, -0.62], [-3.60, -0.72, -2.38], [1.48, -0.21, 2.69], [-1.36, -3.31, 0.23], [2.36, 1.40, -1.97], [3.86, -0.69, 3.17], [3.14, -0.36, 0.93], [-2.32, 5.96, 1.19], [-2.54, 4.25, -0.59], [1.03, -0.48, 5.51], [1.58, 3.82, -0.85], [2.29, -0.65, 5.00], [0.00, -0.10, 4.65], [1.82, -0.21, 1.30], [2.54, -0.52, 3.62], [2.50, 3.80, -1.88], [4.17, -0.59, 1.84], [2.89, 2.60, -2.44], [1.42, 1.41, -0.95], [0.22, 0.05, 3.31], [1.80, -3.70, -2.81], [1.04, 2.63, -0.38], [-1.25, -4.78, 0.59], [1.25, -1.49, -1.19], [1.07, -1.42, -2.58], [4.63, -0.89, 3.90], [-2.14, 0.72, -2.52], [2.91, 4.73, -2.26], [3.12, -0.88, 5.66], [-2.93, -5.68, -0.18], [-3.36, 6.29, 1.29], [-2.01, 3.87, 1.30], [-3.24, 4.93, -2.35], [-3.18, 6.14, -1.12], [2.03, -4.55, -3.43], [0.83, -0.60, 6.57], [1.23, -2.45, -4.45], [5.18, -0.70, 1.49], [3.39, -0.33, -0.12], [-1.86, 5.98, 2.17], [1.28, 4.75, -0.39], [-3.62, -1.74, -2.75], [-0.98, 0.10, 5.06], [-1.56, -6.51, -0.49], [2.31, -4.70, -0.99], [2.69, 0.47, -2.42], [-1.58, -4.92, 1.62], [0.33, 2.64, 0.42], [-0.18, -5.01, 0.55], [-4.18, -0.10, -3.06], [-1.60, -0.76, -2.89], [1.81, -2.76, 0.45], [-1.87, -4.00, -1.41], [0.72, -0.50, -3.02], [3.62, 2.58, -3.23], [-1.79, 6.67, 0.55]]}

{"formula": "C28H31CrIN4O4PS", "method": "ωB97M-V with the def2-TZVPD basis set", "fmax_ha_per_bohr": 0.00864, "e_tot_ev": -100334.271, "multiplicity": 5, "orbital_gap_ev": [7.45, 7.44], "de_lowest_ev": 0.000, "total_charge": 1, "s2": 6.018, "symbols": ["I", "Cr", "S", "P", "O", "O", "O", "O", "N", "N", "N", "N", "C", "C", "C", "C", "C", "C", "C", "C", "C", "C", "C", "C", "C", "C", "C", "C", "C", "C", "C", "C", "C", "C", "C", "C", "C", "C", "C", "C", "H", "H", "H", "H", "H", "H", "H", "H", "H", "H", "H", "H", "H", "H", "H", "H", "H", "H", "H", "H", "H", "H", "H", "H", "H", "H", "H", "H", "H", "H", "H"], "positions_angstrom": [[1.92, -1.48, -2.06], [0.66, -0.19, -0.02], [-3.58, 1.46, 0.73], [2.91, 0.79, 0.45], [-0.27, 1.03, 1.37], [-0.55, 2.80, 0.06], [-2.88, -1.91, -0.84], [-0.98, -0.75, -0.91], [-1.72, 4.28, 1.81], [-0.07, -1.85, 1.41], [-4.02, 2.83, -1.49], [-3.89, 0.56, -1.74], [2.65, 3.83, -2.23], [3.80, 4.74, -0.33], [-1.27, 3.00, 2.33], [3.70, 3.52, 0.32], [5.46, -3.82, -1.74], [4.17, -3.28, -1.91], [6.06, -1.81, -0.54], [2.31, 2.18, 4.25], [-4.04, 0.63, -3.17], [4.50, -0.03, 0.06], [4.74, -1.28, -0.62], [2.36, 2.09, 2.86], [-1.76, -1.66, -0.42], [2.54, 2.61, -1.58], [3.00, 1.01, 2.25], [6.88, 0.14, 0.63], [2.86, 1.19, 5.04], [6.39, -3.08, -1.09], [-3.85, 1.61, -0.93], [-1.20, -2.51, 0.71], [-0.72, 2.17, 1.19], [3.06, 2.45, -0.30], [7.11, -1.09, 0.08], [3.54, 0.01, 3.05], [5.57, 0.64, 0.62], [3.28, 4.90, -1.60], [3.83, -2.06, -1.39], [3.47, 0.10, 4.43], [-3.95, -0.37, -3.58], [3.45, -3.84, -2.49], [7.40, -3.44, -0.97], [0.49, -2.54, 1.89], [-2.01, -2.79, 1.38], [7.67, 0.71, 1.08], [8.09, -1.53, 0.11], [-2.07, 2.42, 2.80], [1.83, 3.04, 4.71], [-5.03, 1.02, -3.45], [-0.83, -3.43, 0.25], [3.37, 5.85, -2.11], [-0.44, -1.22, 2.12], [5.69, -4.79, -2.16], [3.91, -0.69, 5.04], [2.24, 3.95, -3.23], [4.30, 5.57, 0.16], [-4.18, 3.60, -0.87], [-3.27, 1.26, -3.63], [4.04, -0.84, 2.60], [1.93, 2.88, 2.26], [4.11, 3.42, 1.32], [-2.73, 4.34, 1.81], [2.03, 1.79, -2.07], [-4.33, 2.93, -2.45], [-0.46, 3.10, 3.05], [-3.62, -0.35, -1.34], [-0.98, 3.68, 0.21], [5.39, 1.58, 1.13], [-1.34, 5.06, 2.32], [2.82, 1.26, 6.11]]}